{"formula": "C14H19N3O3S3", "method": "ωB97M-V/def2-TZVPD", "symbols": ["C", "N", "C", "H", "H", "H", "C", "H", "C", "N", "S", "O", "O", "C", "C", "S", "C", "C", "H", "C", "O", "N", "H", "H", "H", "C", "C", "C", "C", "C", "S", "H", "H", "H", "H", "H", "H", "H", "H", "H", "H", "H"], "positions_angstrom": [[-2.9388, -0.9866, -1.2206], [-2.1017, -1.3814, -0.1193], [-2.9839, -1.5479, 0.9714], [-3.6966, -0.7856, 1.1509], [-2.5133, -2.0162, 1.7285], [-3.8665, -2.5795, 0.8646], [-1.4077, -2.5822, -0.2015], [-1.7563, -3.1624, -1.2042], [-0.0409, -1.8824, -1.0057], [1.1487, -2.0749, 0.0248], [0.9282, -1.1823, 1.5915], [-0.2328, -1.8752, 2.1451], [2.2999, -1.7049, 2.0664], [0.6866, 0.4569, 1.4385], [1.5141, 1.2945, 1.7473], [0.8935, 2.8630, 1.6870], [-0.4356, 2.1167, 0.8398], [-0.5184, 0.8587, 0.8748], [-1.1829, 0.4146, 0.3406], [-1.5572, 3.1746, 0.3216], [-2.5201, 2.6463, -0.4789], [-1.4815, 4.5567, 0.5217], [-0.5998, 4.9645, 0.9375], [-2.1322, 5.1273, 0.1729], [2.4461, 1.3163, 2.1495], [2.5249, -1.8490, -0.5415], [2.8416, -0.6309, -0.7585], [2.3219, 0.6403, -1.6288], [2.8000, 1.7182, -1.3697], [3.9117, 1.7395, -0.4906], [4.1145, 0.3576, 0.1368], [4.4685, 2.5789, -0.4066], [2.6071, 2.6471, -2.0412], [1.4720, 0.1350, -2.3149], [2.4443, -2.5045, -1.4639], [3.1752, -2.1207, 0.2183], [-0.1069, -0.8552, -1.3809], [0.3108, -2.4549, -1.5303], [-1.1334, -2.9293, 0.5834], [-2.4098, -0.6854, -2.0298], [-3.4405, -0.1336, -0.9468], [-3.8528, -1.6816, -1.3796]], "forces_ev_per_a": [[-1.9, -2.5, 1.3], [-4.1, 0.6, 1.8], [-4.1, -2.9, -1.4], [0.0, 1.1, 0.5], [1.6, -0.3, 3.2], [2.0, 2.4, -0.6], [0.7, 5.5, -16.8], [0.1, 0.1, 3.1], [-4.0, 7.5, 13.3], [-2.6, 2.7, 1.0], [4.7, -10.0, -1.0], [0.9, 2.1, 0.2], [-3.6, 3.4, 0.5], [-4.8, -7.7, -2.1], [5.3, 7.5, 3.2], [-0.5, 0.2, -1.2], [-3.3, 10.6, 0.0], [2.8, 0.1, 1.6], [-4.2, -3.5, -2.6], [-3.5, -3.0, -4.5], [4.9, 2.9, 4.6], [5.2, -4.7, 2.6], [-1.8, -0.7, -0.7], [-3.0, 2.4, -1.7], [2.5, -1.2, 1.1], [-4.6, -8.3, -0.2], [4.0, 17.2, -3.4], [-6.7, -17.4, -1.5], [4.6, 12.5, -0.6], [-3.5, 2.3, -2.8], [0.5, -7.4, 2.1], [1.9, 2.2, 0.7], [0.1, -1.5, 1.5], [2.0, 2.4, 1.2], [0.8, 0.3, 0.9], [1.3, -2.0, 1.1], [-0.5, -0.3, 0.2], [5.7, -10.7, -11.4], [3.0, -4.9, 9.1], [1.6, 0.2, -3.0], [-1.0, 2.4, 1.0], [1.8, 0.3, -0.3]], "mulliken_charge": [-1.53, 0.89, -1.37, 0.38, 0.43, 0.26, -2.35, 0.22, -1.49, -0.07, 1.40, -0.66, -0.77, -0.21, 0.27, -0.36, 0.56, -2.62, 1.58, 0.43, -0.64, -0.34, 0.17, 0.23, 0.91, -1.62, 0.87, -0.55, -0.14, -0.34, -0.29, 0.61, 0.31, 0.23, 0.41, 0.58, -0.13, 2.09, 1.37, 0.45, 0.53, 0.30], "e_tot_ev": -57928.7981, "lumo_energy_ev": -0.11, "homo_energy_ev": -7.96, "gap_ev": 7.85}

{"formula": "C14H19N5O", "method": "ωB97M-V/def2-TZVPD", "symbols": ["N", "N", "N", "C", "H", "H", "C", "N", "C", "O", "C", "H", "H", "C", "N", "C", "H", "C", "H", "H", "H", "C", "C", "C", "C", "C", "C", "C", "H", "H", "H", "H", "H", "H", "H", "H", "H", "H", "H"], "positions_angstrom": [[-6.9198, -0.0843, 0.6086], [-5.9226, 0.4172, 0.4814], [-5.0123, 1.1584, 0.3018], [-3.6169, 0.8576, 0.3116], [-3.1054, 1.8012, 0.1051], [-3.3053, 0.4917, 1.2985], [-3.2463, -0.1960, -0.7492], [-1.8246, -0.4490, -0.7799], [-1.3403, -1.4678, -0.0231], [-2.0734, -2.1674, 0.6490], [0.1578, -1.6815, -0.0671], [0.4997, -1.8050, -1.0950], [0.3518, -2.6056, 0.4788], [0.9425, -0.5434, 0.5905], [1.1747, 0.5673, -0.3152], [-0.0397, 1.2906, -0.6273], [0.2411, 2.1894, -1.1824], [-0.9745, 0.4590, -1.5148], [-1.6250, 1.1333, -2.0740], [-0.3603, -0.0942, -2.2328], [-0.5818, 1.6051, 0.2833], [2.2281, 1.4390, 0.1845], [3.5591, 0.7355, 0.1807], [4.4068, 0.7918, 1.2776], [5.6338, 0.1506, 1.2502], [6.0214, -0.5590, 0.1274], [5.1785, -0.6227, -0.9703], [3.9568, 0.0235, -0.9447], [3.2914, -0.0232, -1.7932], [5.4770, -1.1761, -1.8487], [6.9768, -1.0620, 0.1075], [6.2858, 0.2027, 2.1098], [4.1067, 1.3411, 2.1591], [2.0042, 1.8161, 1.1981], [2.2904, 2.3029, -0.4861], [1.9224, -0.9278, 0.8827], [0.4187, -0.2174, 1.5080], [-3.7399, -1.1401, -0.4994], [-3.5814, 0.1352, -1.7362]], "forces_ev_per_a": [[-0.3, -0.6, 0.2], [-1.4, -1.1, 0.2], [1.1, 2.5, -0.6], [0.6, -0.9, 0.0], [-0.1, -0.1, 0.1], [0.1, 0.1, -0.1], [-0.3, 0.0, 0.2], [-0.3, 0.1, -0.1], [0.3, -0.2, -0.2], [-0.1, -0.2, 0.3], [0.0, -0.1, 0.3], [0.1, 0.0, 0.0], [-0.1, 0.1, -0.1], [0.1, -0.2, -0.1], [0.0, 0.2, 0.1], [0.0, 0.0, -0.3], [0.0, 0.0, 0.1], [0.3, 0.2, 0.1], [0.0, -0.1, 0.0], [-0.1, 0.1, 0.0], [0.0, 0.0, -0.1], [0.0, 0.1, 0.0], [0.1, 0.1, 0.1], [-0.1, 0.0, -0.1], [0.1, 0.0, 0.0], [0.1, 0.0, 0.1], [0.0, 0.0, -0.1], [0.0, 0.0, 0.0], [-0.1, 0.0, -0.1], [0.0, 0.0, -0.1], [0.1, 0.0, 0.0], [0.1, 0.0, 0.1], [-0.1, 0.0, 0.1], [0.0, 0.0, -0.1], [-0.1, 0.0, 0.1], [-0.1, 0.0, 0.0], [0.1, 0.0, 0.0], [0.0, 0.2, -0.1], [0.0, 0.0, 0.1]], "mulliken_charge": [-0.59, 0.70, -0.47, -0.02, 0.25, 0.29, -1.18, 0.19, 0.83, -0.66, -1.15, 0.37, 0.35, -0.55, 0.35, -0.74, 0.40, -1.07, 0.44, 0.34, 0.42, -1.02, 0.40, -0.34, -0.60, -0.38, -0.61, -0.14, 0.38, 0.38, 0.38, 0.37, 0.34, 0.32, 0.41, 0.48, 0.29, 0.50, 0.34], "e_tot_ev": -24322.6619, "lumo_energy_ev": 0.69, "relative_energy_ev": 1.126, "homo_energy_ev": -9.10, "gap_ev": 9.79}

{"formula": "C14H19N6O6", "method": "ωB97M-V/def2-TZVPD", "symbols": ["O", "O", "O", "O", "O", "O", "C", "C", "C", "C", "C", "C", "C", "C", "C", "C", "N", "N", "N", "N", "N", "N", "C", "C", "C", "C", "H", "H", "H", "H", "H", "H", "H", "H", "H", "H", "H", "H", "H", "H", "H", "H", "H", "H", "H"], "positions_angstrom": [[1.8343, 3.7301, 2.4259], [-0.5007, 2.3349, 2.8539], [-4.2154, 4.6302, 3.2673], [2.7468, -3.2134, -0.8915], [-0.8178, -2.7146, -4.0881], [1.7800, 5.9705, 2.6459], [1.1992, 4.7531, 2.6096], [-0.9913, 3.4544, 2.8840], [-3.0175, 4.6427, 3.1005], [2.5702, -2.6099, -1.9474], [-0.8388, -3.3314, -3.0277], [-0.2500, 4.7122, 2.7784], [-0.9718, 5.8918, 2.8495], [0.0343, -0.0173, 0.6772], [0.2054, -1.2664, 0.1502], [1.6080, -1.0403, 1.8522], [-2.3509, 3.4683, 2.9748], [-2.3574, 5.8355, 3.0024], [0.9135, 0.1113, 1.7350], [-1.6665, -4.3571, -2.7945], [1.3560, -2.3731, -2.4453], [1.1847, -1.8977, 0.8991], [3.7448, -2.0851, -2.7371], [-2.6320, -4.8685, -3.7702], [-0.5974, -1.8440, -0.9980], [0.0970, -2.8965, -1.8889], [2.7266, 5.7987, 2.5175], [-0.4672, 6.8581, 2.7836], [-0.6745, 0.7320, 0.3427], [2.4210, -1.2190, 2.5510], [-2.8345, 2.6217, 3.2360], [-2.9193, 6.6739, 3.1252], [0.9816, 0.9487, 2.3255], [-1.6159, -4.8201, -1.9012], [1.2966, -1.9107, -3.3445], [1.6736, -2.7483, 0.6061], [3.7556, -2.5527, -3.7209], [4.6683, -2.3285, -2.2127], [3.6595, -1.0052, -2.8461], [-2.1599, -4.9622, -4.7518], [-3.4746, -4.1792, -3.8575], [-3.0032, -5.8484, -3.4633], [-0.9085, -1.0139, -1.6369], [-1.5056, -2.2833, -0.5813], [0.3135, -3.7812, -1.2886]], "forces_ev_per_a": [[0.0, 1.0, 0.1], [0.8, -0.2, 0.0], [-0.3, 0.3, 0.2], [-0.2, -0.2, 0.4], [0.1, -0.2, 0.5], [-0.4, -0.4, 0.1], [0.8, -1.6, -0.4], [1.1, -2.1, -0.4], [-3.2, -0.2, 0.2], [0.9, -0.3, 0.5], [0.1, 0.9, -1.1], [-1.6, 2.2, 0.3], [-0.7, -1.4, 0.1], [0.1, -0.5, -0.1], [-0.2, 0.3, -0.4], [-0.4, 0.5, -0.5], [1.0, 1.8, 0.2], [2.8, 0.8, -0.3], [0.3, -1.0, -0.2], [-0.1, -0.6, 0.5], [-1.3, 0.0, -0.5], [-0.1, 1.3, 0.6], [-0.1, -0.1, 0.0], [0.1, 0.3, -0.2], [0.1, -0.2, 0.1], [0.6, 0.1, 0.4], [0.0, 0.1, 0.0], [-0.4, -0.2, 0.1], [0.4, 0.0, 0.4], [-0.3, 0.0, -0.2], [0.0, 0.0, -0.2], [0.1, -0.4, -0.1], [-0.1, -0.2, -0.1], [0.0, 0.0, -0.1], [-0.3, -0.1, 0.0], [0.1, 0.0, -0.2], [0.0, 0.1, -0.1], [-0.2, 0.0, 0.0], [0.0, 0.0, -0.1], [0.0, 0.1, 0.2], [0.0, -0.1, -0.1], [0.2, 0.2, 0.1], [0.0, 0.0, 0.1], [-0.1, -0.1, 0.0], [0.3, 0.0, 0.1]], "mulliken_charge": [-0.57, -0.69, -0.61, -0.74, -0.66, -0.46, 0.38, 0.50, 0.25, 0.82, 0.22, 0.23, -0.35, -0.89, 0.34, -0.28, -0.06, -0.07, 0.15, -0.14, -0.12, 0.11, -1.30, -0.88, -0.65, -0.08, 0.36, 0.49, 0.42, 0.44, 0.29, 0.24, 0.27, 0.26, 0.26, 0.37, 0.37, 0.34, 0.35, 0.30, 0.30, 0.34, 0.37, 0.36, 0.41], "e_tot_ev": -36049.4627, "lumo_energy_ev": -2.77, "homo_energy_ev": -12.44, "total_charge": 1, "gap_ev": 9.67}

{"formula": "C14H19NO2", "method": "ωB97M-V/def2-TZVPD", "symbols": ["C", "C", "C", "C", "C", "C", "C", "C", "C", "N", "C", "C", "C", "C", "C", "O", "O", "H", "H", "H", "H", "H", "H", "H", "H", "H", "H", "H", "H", "H", "H", "H", "H", "H", "H", "H"], "positions_angstrom": [[-3.4067, 0.8136, 1.6154], [-2.0657, 0.4879, 0.9905], [-0.9245, 0.2631, 1.8109], [-1.0119, 0.4507, 3.3065], [0.3164, -0.0155, 1.1629], [0.4242, -0.1370, -0.2504], [-0.7930, -0.0196, -1.0215], [-0.7797, -0.3054, -2.5169], [-1.9901, 0.3594, -0.4009], [-3.0938, 0.6642, -1.1749], [1.8571, -0.4235, -0.8090], [2.0263, -1.9435, -0.9697], [2.2415, 0.2062, -2.1886], [2.9406, 0.1676, 0.1757], [2.6362, -0.2657, 1.5881], [3.5875, -0.5174, 2.3035], [1.3723, -0.3179, 1.9947], [-3.5865, 0.1757, 2.4971], [-3.4069, 1.8403, 2.0014], [-4.2592, 0.7419, 0.9459], [-1.5927, -0.3583, 3.7633], [-1.5392, 1.3927, 3.5496], [-0.0045, 0.5366, 3.7338], [-0.3900, 0.6003, -3.0155], [-1.7536, -0.5363, -2.9385], [-0.1425, -1.1948, -2.7048], [-2.9066, 1.0501, -2.1289], [-3.8745, 1.1181, -0.6691], [1.3900, -2.3241, -1.7590], [1.7619, -2.4696, -0.0625], [3.0571, -2.2577, -1.1844], [3.3482, 0.1473, -2.3712], [1.9648, 1.2679, -2.2885], [1.7247, -0.3233, -2.9851], [3.9395, -0.1528, -0.1458], [2.9336, 1.2786, 0.1458]], "forces_ev_per_a": [[0.5, 0.2, 0.9], [0.5, -0.5, 0.7], [0.2, 0.4, -1.4], [0.1, 0.5, -0.1], [-1.8, 0.0, -1.3], [-0.7, 0.3, 0.3], [1.4, -0.4, 0.5], [0.7, 0.2, 0.4], [1.0, 0.3, 0.3], [-1.2, 0.7, -1.3], [0.6, 0.6, -0.6], [0.4, -0.1, 0.5], [-0.1, 0.2, 0.0], [-1.8, -0.1, -0.6], [3.0, 0.3, -0.4], [-1.6, -0.1, 0.3], [0.3, -0.1, 0.8], [-0.1, 0.1, -0.4], [0.0, 0.0, 0.0], [0.0, -0.3, 0.2], [0.3, 0.0, 0.1], [0.2, -0.4, -0.2], [-0.4, -0.3, 0.0], [0.0, -0.6, -0.2], [-0.2, 0.0, 0.2], [-0.3, 0.8, -0.1], [-0.4, -0.5, 1.6], [1.1, -0.4, -1.0], [-0.2, 0.0, -0.2], [-0.2, -0.1, 0.4], [-0.1, 0.4, -0.1], [-1.0, -0.2, 0.3], [0.0, -0.3, 0.3], [0.3, 0.0, -0.2], [-0.3, -0.1, 0.4], [-0.2, -0.5, 0.0]], "mulliken_charge": [-2.28, 1.09, 0.58, -1.69, 0.07, 0.11, 0.87, -2.33, 1.05, -0.57, 1.44, -1.55, -1.90, -0.85, 0.31, -0.63, -0.55, 0.39, 0.39, 0.44, 0.35, 0.36, 0.36, 0.39, 0.51, 0.25, 0.20, 0.09, 0.35, 0.40, 0.39, 0.39, 0.40, 0.38, 0.39, 0.40], "e_tot_ev": -20411.7661, "smiles": "Cc1c(C)c2c(c(C)c1N)C(C)(C)CC(=O)O2", "lumo_energy_ev": 0.63, "relative_energy_ev": 0.376, "homo_energy_ev": -7.73, "gap_ev": 8.36}

{"formula": "C14H19NO4S", "method": "ωB97M-V/def2-TZVPD", "symbols": ["C", "C", "C", "C", "C", "C", "C", "H", "H", "S", "O", "O", "C", "H", "H", "C", "O", "H", "H", "C", "N", "C", "O", "C", "H", "C", "H", "H", "C", "H", "H", "H", "H", "H", "H", "H", "H", "H", "H"], "positions_angstrom": [[-1.2983, -4.4448, -0.2481], [-1.4136, -2.9786, -0.2152], [-1.2295, -2.2258, 0.9762], [-1.5342, -0.9832, 1.0839], [-1.9422, -0.4150, -0.1619], [-2.2274, -0.9532, -1.1734], [-2.0610, -2.3573, -1.1555], [-2.1471, -2.7102, -2.3887], [-2.5471, -0.2546, -2.1663], [-2.1214, 1.4963, 0.0566], [-3.3164, 2.1219, -0.7603], [-2.3090, 2.0550, 1.3478], [-0.6229, 2.1000, -0.7716], [-0.7495, 3.4323, -0.4214], [-0.6948, 2.0938, -1.8574], [0.5587, 1.6961, 0.1010], [0.4745, 1.1668, 1.3664], [-0.4000, 1.6948, 1.7504], [1.5158, 2.6138, -0.1121], [1.1369, 0.5759, -0.7218], [2.3220, -0.0219, -0.3699], [3.4796, 0.5344, -0.4503], [3.8255, 1.3703, -1.4134], [4.5381, -0.2131, 0.4687], [4.9195, 0.6219, 0.8131], [3.8929, -1.3970, 0.8936], [3.9414, -2.5000, 0.2911], [4.1541, -1.4901, 1.8890], [2.2781, -0.9708, 0.9493], [2.0898, -0.4511, 1.8228], [1.6563, -1.6322, 0.6000], [5.4475, -0.6029, -0.3924], [0.4440, -0.2205, -0.8693], [1.3906, 0.7527, -1.8674], [-1.4857, -0.5001, 2.0498], [-1.0460, -2.6780, 1.9110], [-0.8192, -4.8334, 0.3738], [-2.3081, -4.9343, -0.1717], [-0.7724, -4.6298, -1.1983]], "forces_ev_per_a": [[-7.0, 4.4, -10.0], [-0.3, -1.2, 3.2], [0.5, -4.0, 0.6], [-0.9, 3.4, -1.0], [2.4, 10.2, 14.3], [-3.9, -3.6, -13.5], [-0.6, 1.1, -8.9], [-0.1, 0.0, 4.0], [0.6, -2.4, 2.8], [-5.6, 2.5, -6.9], [3.9, -3.2, 1.1], [1.9, -0.7, 3.3], [-1.9, 5.5, 4.4], [-0.2, -4.0, -1.4], [0.5, -0.6, 0.3], [5.6, 1.1, -4.6], [-4.6, 3.2, 1.8], [2.9, -1.9, -0.4], [-2.9, -2.3, 1.3], [0.1, -0.3, -5.1], [-0.7, -2.7, 5.9], [5.2, 2.4, -5.7], [-1.5, -2.5, 4.3], [1.0, -1.6, -10.0], [2.4, 3.2, 3.9], [-4.7, -3.7, 0.6], [0.4, 3.5, 1.5], [0.5, -1.5, 2.2], [6.8, 3.2, -3.3], [-0.8, 1.0, 1.5], [-3.5, -4.1, -0.8], [-2.5, 1.6, 2.4], [-1.0, -0.7, 0.4], [-1.0, 1.0, 2.0], [-0.1, 0.5, -0.4], [0.8, -1.2, 0.7], [7.7, -5.5, 10.0], [0.9, 0.5, -0.6], [-0.7, -0.7, 0.0]], "mulliken_charge": [-2.16, 0.90, -0.84, -0.04, -0.88, 0.99, -0.51, 0.13, 0.19, 0.98, -0.72, -0.63, -0.74, 0.31, 0.46, 0.64, -0.56, 0.47, 0.29, -1.61, 0.22, 0.66, -0.73, -0.83, 0.59, -0.50, 0.26, 0.30, -1.05, 0.31, 0.69, 0.18, 0.44, 0.43, 0.37, 0.46, 0.82, 0.31, 0.37], "e_tot_ev": -35329.0624, "lumo_energy_ev": 0.25, "relative_energy_ev": 13.628, "homo_energy_ev": -9.02, "gap_ev": 9.26}

{"formula": "C14H20BN3Pb", "method": "ωB97M-V/def2-TZVPD", "symbols": ["C", "C", "H", "H", "H", "H", "H", "H", "C", "C", "C", "C", "H", "H", "H", "H", "N", "C", "C", "N", "C", "C", "C", "H", "H", "C", "H", "H", "Pb", "C", "H", "H", "H", "B", "C", "N", "H", "H", "H"], "positions_angstrom": [[-3.9597, -0.2304, 0.3585], [-3.9540, 1.0859, -0.6237], [-3.6992, -1.1771, -0.1428], [-5.0188, -0.3596, 0.6091], [-3.4756, -0.1041, 1.3423], [-3.4202, 1.0049, -1.5904], [-4.9944, 1.1757, -0.9584], [-3.7127, 2.0125, -0.0918], [0.4800, -2.7919, 0.0940], [1.4251, -3.8298, -0.0085], [2.5876, -3.5946, -0.7527], [2.7600, -2.3404, -1.3494], [-0.4270, -2.9234, 0.6949], [1.2279, -4.7818, 0.4895], [3.3516, -4.3640, -0.8679], [3.6488, -2.1007, -1.9303], [0.6228, -1.6077, -0.5142], [1.7585, -1.3519, -1.1962], [1.9230, 0.0243, -1.7381], [0.9034, 0.8861, -1.5390], [1.0391, 2.1610, -1.9144], [3.2439, 1.7673, -2.7901], [2.1996, 2.6597, -2.5278], [0.1940, 2.8236, -1.7079], [2.2493, 3.7156, -2.7787], [3.1000, 0.4375, -2.3961], [3.8797, -0.2994, -2.5726], [4.1546, 2.0956, -3.2866], [-1.7169, 0.2735, -0.2258], [-1.3170, 2.4004, 0.4664], [-1.5787, 3.0923, -0.3463], [-0.2538, 2.4996, 0.7185], [-1.9420, 2.5762, 1.3519], [0.0015, -0.0923, 4.5225], [-0.6174, -0.2400, 3.1146], [-1.1086, -0.3417, 2.0547], [1.0894, -0.6396, 4.5255], [-0.7547, -0.6210, 5.3201], [0.1112, 1.0995, 4.7597]], "forces_ev_per_a": [[-2.6, 0.6, -0.5], [-2.7, -0.6, 0.2], [-0.1, 0.5, 0.3], [0.1, 0.1, 0.2], [0.0, -0.1, -0.4], [-0.2, 0.0, 0.5], [0.1, 0.1, 0.2], [0.0, -0.3, -0.2], [0.5, -0.1, -0.4], [-0.1, 0.5, -0.1], [-0.4, 0.4, 0.0], [-0.6, 0.3, 0.2], [0.3, 0.1, -0.3], [0.2, 0.3, -0.2], [-0.2, 0.2, 0.1], [-0.2, -0.3, 0.3], [0.7, -0.2, 0.3], [-0.1, -1.2, 0.3], [0.0, 1.0, -0.4], [0.3, 0.0, 0.0], [0.7, -0.2, -0.3], [-0.5, -0.1, 0.2], [-0.3, -0.4, 0.2], [0.3, -0.2, -0.1], [0.1, -0.2, 0.0], [-0.5, -0.1, 0.3], [-0.1, 0.4, 0.0], [-0.2, 0.0, 0.1], [5.7, -0.7, -0.4], [0.0, 0.0, 0.1], [0.0, 0.0, 0.3], [-0.3, 0.0, 0.1], [0.2, 0.2, -0.2], [0.3, 0.1, 0.8], [-0.9, -0.1, -1.8], [0.5, 0.1, 1.1], [-0.1, 0.0, -0.1], [0.1, 0.0, -0.1], [0.0, -0.1, -0.1]], "mulliken_charge": [-1.09, -0.95, 0.33, 0.49, 0.35, 0.31, 0.45, 0.35, -0.12, -0.77, -0.41, -0.64, 0.38, 0.36, 0.41, 0.24, 0.17, 0.44, 0.40, 0.12, 0.01, -0.40, -0.85, 0.30, 0.38, -0.61, 0.22, 0.42, 1.00, -1.82, 0.46, 0.47, 0.47, -0.05, 0.07, -0.56, -0.11, -0.11, -0.11], "e_tot_ev": -25233.6019, "lumo_energy_ev": -0.29, "relative_energy_ev": 1.910, "homo_energy_ev": -7.91, "gap_ev": 7.62}